# 1
{
  "formula": "C21H44FeN3OP2S",
  "method": "wB97M-V/def2-TZVPD",
  "species": ["C", "H", "H", "C", "H", "H", "C", "H", "P", "C", "H", "H", "N", "H", "C", "H", "H", "H", "H", "H", "H", "H", "H", "P", "H", "H", "C", "H", "H", "H", "C", "N", "H", "N", "H", "C", "H", "H", "C", "H", "H", "H", "H", "H", "H", "C", "C", "C", "H", "C", "C", "H", "H", "Fe", "H", "C", "H", "H", "H", "H", "C", "C", "C", "C", "O", "C", "H", "H", "H", "C", "S", "H", "H"],
  "positions_angstrom": [[-0.987, 2.997, 2.457], [-1.754, -3.966, 1.793], [-0.746, 3.307, 3.483], [-1.027, 3.075, -1.122], [-2.773, 2.306, -0.009], [-1.175, -2.103, -2.210], [2.807, 1.268, -0.698], [0.415, 4.316, -2.218], [0.175, -2.221, -0.304], [-2.425, 3.218, -0.509], [-0.305, -5.360, 0.462], [-0.135, -1.648, 4.418], [2.098, 0.069, -1.217], [-1.097, 2.356, -1.957], [-2.454, -3.149, -0.842], [3.160, 1.058, 0.318], [1.618, -2.548, -2.186], [-2.478, -4.049, -0.213], [1.462, 4.823, 0.775], [-2.048, -0.085, -0.296], [2.344, 3.311, -0.243], [-0.648, -3.562, 3.108], [2.166, 0.181, -2.221], [0.187, 2.220, -0.013], [-1.263, -0.475, 3.688], [1.395, -4.936, 0.107], [-0.956, -3.274, 2.093], [-0.245, 5.237, 1.123], [1.690, 2.752, -1.795], [-2.482, 4.055, 0.200], [-1.563, -0.040, 0.752], [2.124, 1.632, 4.088], [3.685, 1.461, -1.333], [0.434, 0.374, 4.587], [-3.186, -3.303, -1.647], [-0.618, -4.174, -2.241], [1.119, -2.930, 1.715], [-1.282, 4.760, -2.422], [1.864, 2.464, -0.748], [-0.440, 5.183, -0.920], [-3.133, 3.439, -1.320], [-1.810, 3.634, 2.109], [-0.486, -5.041, -1.581], [-2.797, -2.294, -0.248], [-0.093, 1.305, 6.454], [0.580, -4.822, 0.832], [2.802, -1.219, -0.973], [1.642, 2.074, 5.310], [2.306, -3.290, -0.730], [-1.079, -2.926, -1.480], [0.618, 4.641, 1.453], [1.096, 2.642, 2.103], [3.600, -1.318, -1.725], [0.184, -0.001, 0.077], [0.911, 5.018, 2.445], [0.260, -3.360, 1.169], [2.073, 2.895, 5.847], [0.313, -4.008, -2.792], [-1.391, -2.270, 2.162], [3.284, -1.198, 0.011], [1.828, -2.383, -1.121], [0.579, 1.295, 5.615], [0.259, 3.158, 1.593], [1.325, 0.635, 3.590], [-2.184, -0.058, 1.803], [-0.585, -0.654, 4.531], [0.895, -5.327, 1.757], [-1.154, -0.619, 5.463], [-1.357, 1.966, 2.503], [-0.539, 4.410, -1.692], [1.425, -0.141, 2.075], [2.935, 2.000, 3.608], [-1.392, -4.430, -2.978]],
  "forces_ev_per_a": [[-0.3, -0.1, 0.3], [0.3, 0.2, 0.1], [-0.1, 0.0, -0.2], [0.2, -0.2, -0.4], [0.0, 0.2, 0.0], [-0.1, -0.2, 0.0], [0.2, -0.3, -0.1], [-0.2, 0.1, 0.1], [-0.1, -3.2, -0.4], [-0.2, 0.0, 0.0], [0.3, 0.2, 0.1], [0.0, 0.3, 0.1], [0.6, 0.0, 0.1], [-0.1, 0.2, 0.1], [-0.2, 0.0, 0.0], [-0.2, 0.1, -0.3], [0.1, 0.0, 0.2], [0.1, 0.3, -0.2], [-0.3, 0.1, 0.2], [-0.5, 0.1, 0.2], [-0.1, -0.1, -0.3], [-0.1, 0.0, -0.3], [-0.7, 0.0, -0.3], [-0.1, 3.4, -0.1], [0.2, 0.0, 0.3], [-0.2, 0.0, 0.2], [-0.3, 0.1, 0.3], [0.3, -0.2, 0.1], [0.1, 0.0, 0.2], [0.1, -0.3, -0.2], [-3.5, -0.1, 3.5], [-0.7, -0.3, -0.4], [-0.1, 0.1, 0.3], [0.4, 0.7, -0.8], [0.2, 0.1, 0.2], [0.0, -0.1, -0.1], [-0.2, -0.2, -0.2], [0.2, 0.0, 0.2], [0.2, 0.5, -0.2], [-0.1, -0.3, -0.3], [0.2, -0.1, 0.2], [0.3, -0.2, 0.2], [-0.1, 0.3, -0.2], [0.0, -0.2, 0.0], [0.1, 0.0, 0.1], [0.0, -0.1, 0.1], [0.2, 0.2, -0.1], [-0.1, -0.4, -0.3], [-0.1, 0.1, -0.3], [0.2, 0.3, -0.4], [0.1, 0.2, 0.1], [-0.3, 0.3, -0.3], [-0.1, -0.2, 0.4], [2.6, -0.3, 0.4], [-0.1, -0.1, -0.3], [0.4, 0.3, 0.0], [0.2, 0.1, 0.0], [-0.2, -0.1, 0.1], [0.2, -0.3, 0.0], [-0.3, 0.0, -0.1], [0.1, -0.6, -0.2], [0.4, -0.3, -0.5], [0.4, -0.3, 0.0], [-0.2, 0.6, 1.9], [0.5, 0.0, -2.7], [-0.6, -0.4, -0.1], [-0.1, 0.1, -0.3], [0.1, 0.0, -0.2], [0.1, 0.2, 0.0], [-0.1, 0.2, -0.1], [0.9, -0.5, 0.2], [-0.2, -0.1, 0.0], [0.2, 0.0, 0.2]],
  "lumo_energy_ev": [-5.05, -7.50],
  "s_squared": 8.773,
  "e_homo_ev": [-12.68, -14.52],
  "charge": 2,
  "spin_multiplicity": 6,
  "e_above_lowest_kj_mol": 0.00
}

---

# 2
{
  "formula": "C15H20NO4S4Ti",
  "method": "wB97M-V/def2-TZVPD",
  "species": ["Ti", "C", "H", "H", "H", "O", "C", "O", "C", "H", "C", "H", "C", "S", "C", "S", "H", "H", "C", "C", "H", "H", "S", "H", "C", "N", "H", "C", "H", "H", "O", "H", "H", "C", "O", "H", "H", "C", "C", "C", "H", "H", "S", "H", "C"],
  "positions_angstrom": [[-0.087, 0.524, -0.229], [0.164, -2.401, 1.615], [0.671, 1.290, 3.418], [-3.882, -0.625, 1.747], [-0.495, -3.085, 2.148], [2.427, -1.729, -0.615], [1.684, -2.064, -4.026], [-1.202, 2.116, -3.739], [1.821, -1.430, -2.818], [-3.010, -1.695, -0.328], [1.561, 1.362, 2.796], [1.474, 0.311, -1.659], [0.259, 0.237, -3.437], [-0.724, -1.896, 0.095], [-1.940, 2.030, 2.151], [-2.382, 0.948, 0.762], [-2.854, 2.377, 2.631], [0.700, -2.002, -5.934], [1.154, -0.277, -2.513], [-2.463, -1.775, 0.611], [1.528, 3.524, 2.710], [-0.905, 3.903, 2.431], [1.588, -0.040, 1.643], [-2.298, -0.699, 2.509], [-0.616, 1.375, -3.040], [2.667, -2.064, -1.772], [2.238, -2.972, -4.217], [0.821, -1.515, -4.975], [2.433, 1.266, 3.440], [-1.748, 3.796, 0.901], [3.511, -2.843, -2.126], [1.216, -1.680, 3.346], [-0.609, 0.055, -5.381], [1.624, 2.676, 2.032], [-0.694, 1.416, -1.634], [1.017, -2.974, 1.253], [2.579, 2.788, 1.520], [-2.811, -0.625, 1.553], [-1.155, 3.225, 1.616], [0.601, -1.276, 2.543], [-2.735, -2.732, 1.055], [-0.248, -0.766, 2.991], [0.397, 2.863, 0.726], [-1.371, 1.454, 2.876], [0.096, -0.370, -4.675]],
  "forces_ev_per_a": [[-0.6, 0.5, 0.4], [0.0, 0.0, 0.0], [0.0, 0.0, 0.0], [-0.1, 0.0, 0.0], [0.0, -0.1, 0.0], [0.0, -0.1, 0.1], [-0.1, -0.1, -0.5], [-0.3, 0.2, -0.1], [0.5, -0.7, 0.5], [-0.1, 0.0, 0.0], [0.0, 0.1, 0.1], [0.3, 0.1, 0.2], [-0.1, 0.1, -0.1], [0.1, -0.1, 0.2], [0.0, 0.1, 0.0], [0.3, 0.0, 0.1], [0.0, 0.0, 0.0], [0.0, 0.0, 0.1], [-0.3, 0.3, -0.3], [0.0, 0.1, 0.2], [0.0, 0.0, 0.0], [0.0, 0.0, 0.0], [0.1, -0.1, 0.0], [0.0, -0.1, 0.0], [0.3, -0.2, 0.7], [0.2, 0.2, -0.7], [0.0, 0.0, 0.0], [0.1, -0.1, 0.1], [0.0, 0.0, 0.1], [-0.1, 0.0, 0.0], [-0.3, 0.2, 0.4], [0.0, -0.1, 0.0], [0.0, 0.0, 0.0], [0.1, -0.1, 0.1], [0.0, 0.2, -1.4], [0.0, 0.0, 0.0], [0.1, 0.0, 0.0], [0.0, -0.1, -0.1], [0.0, 0.0, 0.1], [0.1, -0.1, -0.1], [0.0, 0.0, 0.0], [-0.1, 0.0, 0.0], [-0.2, -0.1, 0.0], [0.0, 0.0, 0.1], [0.0, 0.0, -0.1]],
  "lumo_energy_ev": [-7.19, -7.20],
  "s_squared": 0.754,
  "e_homo_ev": [-15.80, -16.08],
  "charge": 2,
  "spin_multiplicity": 2,
  "e_above_lowest_kj_mol": 21.89
}

---

# 3
{
  "formula": "C21H19Cl3CoN10O2S",
  "method": "wB97M-V/def2-TZVPD",
  "species": ["Co", "C", "C", "H", "Cl", "H", "C", "H", "C", "Cl", "N", "H", "H", "N", "H", "N", "C", "N", "C", "C", "S", "C", "C", "H", "H", "H", "H", "N", "C", "C", "C", "C", "C", "N", "N", "Cl", "N", "C", "C", "H", "H", "H", "N", "H", "H", "H", "H", "C", "H", "C", "O", "O", "N", "C", "H", "C", "C"],
  "positions_angstrom": [[0.923, 0.052, -0.312], [-3.569, -2.106, 0.718], [1.282, 0.521, 3.422], [-0.929, 1.744, -6.128], [-2.418, 0.961, 2.942], [3.583, -2.592, -0.603], [-0.320, 1.193, -4.122], [3.264, -3.318, 2.214], [-1.248, 3.626, -3.292], [-1.048, 3.438, 2.277], [0.297, -0.053, -4.217], [2.974, -2.652, 5.033], [-3.281, -0.426, -0.412], [-3.956, -1.130, -0.101], [0.845, 1.398, 2.969], [2.748, -2.457, 2.149], [0.695, -0.396, -2.978], [2.266, 1.360, -0.454], [2.503, 2.442, -0.030], [2.354, -1.648, 3.214], [2.857, 3.897, 0.500], [2.499, -1.788, 4.589], [2.550, -2.307, -0.392], [-4.928, -0.872, -0.144], [-1.783, 3.933, -5.351], [2.889, -0.558, -1.439], [2.103, -0.811, 6.437], [1.791, -0.689, 1.257], [1.747, -0.531, 2.638], [-1.345, 3.245, -4.641], [-1.324, -1.888, 0.322], [-0.702, 2.793, -2.341], [2.390, -1.827, 1.015], [-0.389, -1.422, -0.189], [-4.490, -2.834, 1.359], [-3.626, 2.863, 1.126], [2.114, -1.199, -1.267], [-1.421, 1.362, 0.511], [1.480, -1.591, -2.544], [2.221, -1.880, -3.293], [1.072, 1.177, 5.436], [-0.596, 3.101, -1.310], [-2.300, -2.448, 0.941], [1.914, -3.176, -0.564], [0.818, -2.437, -2.358], [0.451, -0.581, -5.059], [-1.603, 4.604, -2.997], [-0.255, 1.548, -2.774], [-5.464, -2.592, 1.348], [-2.099, 2.169, 1.664], [-0.166, 1.231, 0.684], [-2.115, 0.941, -0.400], [0.365, 0.509, -2.093], [2.013, -0.752, 5.361], [-4.173, -3.560, 1.976], [1.420, 0.384, 4.787], [-0.877, 2.027, -5.085]],
  "forces_ev_per_a": [[0.1, -0.1, 0.1], [-0.1, 0.0, -0.1], [0.0, 0.0, 0.0], [0.0, 0.0, 0.0], [0.0, 0.0, 0.0], [0.0, 0.0, 0.0], [0.0, 0.0, 0.0], [0.0, 0.0, 0.0], [0.0, 0.0, 0.0], [0.0, 0.0, 0.0], [0.0, 0.0, 0.0], [0.0, 0.0, 0.0], [-0.1, 0.0, 0.1], [0.1, 0.0, 0.0], [0.0, 0.0, 0.0], [0.1, 0.0, 0.0], [0.0, 0.0, 0.0], [0.2, -0.1, -0.1], [-0.1, 0.1, 0.1], [0.0, 0.0, 0.0], [0.0, 0.0, 0.0], [0.0, 0.0, 0.0], [0.0, 0.0, 0.0], [0.0, 0.0, 0.0], [0.0, 0.0, 0.0], [0.0, 0.0, 0.0], [0.0, 0.0, 0.0], [-0.3, -0.1, 0.0], [0.1, 0.1, 0.0], [0.0, 0.0, 0.0], [-0.2, 0.3, 0.1], [0.0, 0.0, 0.0], [0.0, 0.1, 0.0], [0.1, 0.0, 0.0], [0.0, 0.0, 0.0], [0.0, 0.0, 0.0], [0.0, 0.1, 0.0], [0.1, 0.2, -0.1], [0.0, 0.0, 0.0], [0.0, 0.0, 0.0], [0.0, 0.0, 0.0], [0.0, 0.0, 0.0], [0.1, -0.2, 0.0], [0.0, 0.0, 0.0], [0.0, 0.0, 0.0], [0.0, 0.0, 0.0], [0.0, 0.0, 0.0], [0.1, 0.0, 0.0], [0.0, 0.0, 0.0], [0.0, 0.0, 0.0], [-0.1, -0.1, 0.0], [0.0, -0.1, 0.0], [-0.1, -0.1, 0.0], [0.0, 0.0, 0.0], [0.0, 0.0, 0.0], [0.0, 0.0, 0.0], [0.0, 0.0, 0.0]],
  "lumo_energy_ev": -2.77,
  "e_homo_ev": -10.37,
  "charge": 1,
  "e_above_lowest_kj_mol": 0.00
}

---

# 4
{
  "formula": "C14H17NO2Pd",
  "method": "wB97M-V/def2-TZVPD",
  "species": ["C", "O", "C", "C", "H", "N", "H", "H", "C", "O", "H", "C", "H", "Pd", "C", "C", "C", "H", "C", "H", "H", "H", "H", "H", "C", "H", "C", "H", "C", "C", "H", "H", "H", "H", "C"],
  "positions_angstrom": [[-1.285, 2.816, -1.953], [3.195, 0.878, 1.694], [-1.666, 3.690, 0.832], [-2.668, 1.251, 0.486], [0.503, 3.650, 0.752], [0.479, -0.706, 0.075], [0.724, 2.310, -1.256], [-0.243, 4.684, -0.476], [-2.076, 2.303, 1.263], [1.026, 1.467, 1.504], [-0.803, 2.645, -2.939], [-2.786, 2.496, -1.820], [-3.251, 3.445, -1.501], [-0.813, 1.009, 0.622], [-0.296, 2.560, -0.936], [1.745, -0.570, 0.507], [-0.320, 3.722, 0.043], [3.075, -3.438, -0.738], [0.106, -1.774, -0.647], [-3.197, 2.265, -2.824], [-3.064, 0.438, 1.110], [-3.326, 0.416, -1.338], [-4.377, 1.656, -0.692], [-0.934, -1.822, -0.979], [-3.320, 1.404, -0.856], [0.686, -3.643, -1.544], [2.706, -1.547, 0.224], [3.701, -1.366, 0.614], [2.052, 0.676, 1.296], [1.020, -2.785, -0.961], [-2.474, 4.179, 0.284], [-1.522, 4.266, 1.756], [-2.262, 2.199, 2.341], [-1.303, 3.920, -2.084], [2.340, -2.666, -0.514]],
  "forces_ev_per_a": [[-0.3, 1.1, -3.0], [-0.7, -0.4, -0.4], [0.1, 0.7, 0.4], [-3.2, 1.9, 1.3], [0.0, 0.0, 0.0], [0.1, -0.1, -0.2], [-0.4, -0.2, 0.0], [0.1, -0.1, -0.1], [-2.3, 1.0, 1.2], [1.5, -0.5, 0.3], [-0.9, -1.1, 0.2], [-0.6, 0.0, -0.1], [0.0, -0.5, -0.2], [4.8, -4.4, -1.3], [1.7, 1.7, 1.2], [-0.4, -1.0, -0.7], [-0.2, -0.7, 0.9], [-0.2, 0.2, 0.0], [0.8, -0.2, 0.1], [0.2, 0.2, 0.5], [-0.3, 0.2, -0.2], [0.0, 0.2, -0.1], [0.1, -0.2, 0.1], [0.3, 0.1, 0.1], [0.5, -0.2, -0.8], [0.2, 0.2, 0.2], [-0.3, 0.4, 0.2], [0.0, -0.2, -0.1], [-0.3, 1.5, 1.0], [-0.2, 0.2, 0.1], [0.1, 0.1, -0.1], [-0.1, 0.0, -0.3], [0.4, 0.0, -0.3], [0.0, -0.2, 0.3], [-0.2, 0.1, 0.0]],
  "lumo_energy_ev": [0.16, -2.25],
  "s_squared": 2.007,
  "e_homo_ev": [-6.82, -9.03],
  "spin_multiplicity": 3
}